[1]
Density functional theory data (ωB97M-V/def2-TZVPD) for an isolated molecule of C6H8BrN3 at a distorted geometry.

Each line ends with the natural charge from an NBO analysis.
Atoms and positions in Å:
C -0.001 2.053 0.464  -0.10
C -1.335 1.640 0.000  -0.01
C -1.442 0.322 -0.225  -0.12
C 2.249 -1.602 -0.261  -0.42
C 0.962 -2.248 -0.547  -0.39
C 1.081 -1.344 0.667  -0.09
N 0.791 1.088 0.755  -0.13
N 0.460 -0.153 0.668  -0.15
N -2.352 2.534 -0.163  -0.79
Br -2.930 -0.788 -0.386  0.11
H 0.171 3.036 0.917  0.22
H 3.088 -2.211 0.078  0.22
H 2.657 -0.715 -0.729  0.23
H 0.464 -1.750 -1.370  0.23
H 0.708 -3.377 -0.433  0.24
H 0.916 -1.890 1.698  0.21
H -2.301 3.267 -0.796  0.38
H -3.187 2.138 -0.338  0.37

energy relative to the best compared isomer or geometry (same formula, charge and spin) = 525.7 kJ/mol
2S+1 = 1
maximum force = 0.155 Eh/bohr

[2]
Density functional theory data (ωB97M-V/def2-TZVPD) for the ion C4H8NO2 with charge -1 at a distorted geometry.

Each line ends with the natural charge from an NBO analysis.
Atoms and positions in Å:
O -2.437 -2.650 1.056  -0.78
C -1.498 -2.193 0.295  0.80
O -1.034 -2.446 -0.853  -0.77
C -0.862 -0.731 0.792  -0.55
C 0.280 -0.215 -0.057  -0.46
C 0.525 1.330 -0.150  -0.20
N 1.620 1.963 -0.988  -0.85
H -0.426 -0.540 1.870  0.18
H -1.777 -0.011 0.947  0.19
H 0.183 -0.727 -1.053  0.24
H 1.192 -0.624 0.399  0.17
H -0.362 1.789 -0.476  0.17
H 0.793 1.778 0.850  0.16
H 2.517 1.688 -0.720  0.34
H 1.285 1.589 -1.913  0.35

charge = -1
energy relative to the best compared isomer or geometry (same formula, charge and spin) = 167.7 kJ/mol
2S+1 = 1
maximum force = 0.089 Eh/bohr

> maximum force of number 2 (C4H8NO2)?

0.089 Eh/bohr

> What is the energy relative to the best compared isomer or geometry (same formula, charge and spin) in the first record?

525.7 kJ/mol